(1)
Here is a cluster of 18 separate species, C6H45N2O17 in total at a distorted geometry from the OMol25 dataset. Energies are from the ωB97M-V functional and the def2-TZVPD basis.

Values from the calculation:
Energy relative to the best compared isomer or geometry (same formula, charge and spin) ... 0.011 eV
Orbital gap (spin up / spin down) ... 7.81 / 3.90 eV
Highest occupied orbital energy (spin up / spin down) ... -15.2954 / -15.2918 eV
M ... 417.42 g mol⁻¹
LUMO (spin up / spin down) ... -7.48 / -11.40 eV
Expectation value of S² ... 0.76
Electronic energy ... -1643.52316 a.u.
Multiplicity ... 2
Net charge ... +2

Each line ends with the Löwdin charge.
Atoms and positions in Å:
C1 5.875 -5.821 -19.018  -0.017
C2 6.301 -4.433 -18.509  -0.122
N1 7.008 -4.500 -17.249  0.023
C3 8.059 -5.305 -16.885  0.134
C4 8.290 -5.114 -15.514  0.144
N2 7.485 -4.022 -15.053  -0.014
C5 6.797 -3.594 -16.181  0.168
C6 7.205 -3.659 -13.673  0.041
H1 5.175 -6.368 -18.387  0.065
H2 6.767 -6.437 -19.130  0.060
H3 5.369 -5.849 -19.983  0.089
H4 5.447 -3.761 -18.420  0.120
H5 7.087 -3.982 -19.115  0.147
H6 8.407 -5.928 -17.696  0.133
H7 8.902 -5.697 -14.843  0.140
H8 6.103 -2.766 -16.165  0.152
H9 7.386 -2.587 -13.607  0.120
H10 7.870 -4.259 -13.052  0.094
H11 6.185 -3.992 -13.480  0.101
O1 2.808 -7.609 -17.423  -0.024
H12 2.869 -8.560 -17.339  0.034
H13 3.125 -7.425 -18.307  0.020
O2 5.436 -7.348 -15.308  -0.045
H14 5.635 -7.913 -16.055  -0.023
H15 6.274 -6.944 -15.083  -0.006
O3 9.391 -7.567 -19.290  -0.027
H16 9.166 -8.278 -18.691  0.065
H17 9.552 -8.001 -20.128  0.088
O4 4.126 -2.988 -14.656  -0.048
H18 4.028 -3.882 -14.328  -0.010
H19 4.276 -2.461 -13.871  0.012
O5 2.713 -3.477 -17.071  -0.050
H20 2.622 -2.596 -17.433  0.031
H21 3.336 -3.378 -16.351  -0.037
O6 5.628 -9.026 -17.315  -0.024
H22 4.921 -9.198 -17.936  0.057
H23 6.141 -9.834 -17.305  0.075
O7 7.935 -7.586 -13.419  -0.037
H24 7.913 -8.500 -13.702  0.052
H25 7.309 -7.543 -12.696  0.061
O8 11.101 -5.624 -18.983  -0.052
H26 10.684 -4.984 -19.560  0.027
H27 10.540 -6.398 -19.038  -0.055
O9 3.959 -5.606 -13.839  -0.027
H28 3.231 -5.922 -14.374  0.073
H29 4.717 -6.104 -14.146  -0.006
O10 9.181 -3.975 -10.967  -0.033
H30 9.926 -3.483 -10.622  0.069
H31 9.574 -4.646 -11.525  0.046
O11 5.010 -1.150 -18.193  -0.030
H32 5.256 -0.981 -19.102  0.053
H33 5.625 -0.629 -17.677  0.030
O12 4.831 -1.312 -12.311  -0.042
H34 3.995 -1.265 -11.845  0.064
H35 5.404 -1.808 -11.727  -0.014
O13 8.725 -0.781 -15.317  -0.026
H36 7.886 -0.436 -15.621  0.051
H37 9.370 -0.406 -15.917  0.071
O14 10.320 -3.006 -14.720  -0.017
H38 10.619 -3.052 -15.628  0.048
H39 9.674 -2.299 -14.716  -0.019
O15 6.625 -2.690 -10.536  -0.040
H40 6.626 -1.924 -9.963  0.064
H41 7.523 -3.020 -10.497  0.000
O16 10.820 -8.160 -15.533  -0.034
H42 10.853 -8.713 -14.752  0.045
H43 9.920 -8.243 -15.848  0.001
O17 3.272 -5.806 -22.214  -0.047
H44 3.341 -6.693 -21.860  0.021
H45 3.866 -5.801 -22.965  0.035

***

(2)
Here is a structure of composition C43H64BCl3F4N5O3SiTi at a distorted geometry from the OMol25 dataset. Energies are from the ωB97M-V functional and the def2-TZVPD basis.

Values from the calculation:
Energy relative to the best compared isomer or geometry (same formula, charge and spin) ... 0.233 eV
Orbital gap (spin up / spin down) ... 7.04 / 5.47 eV
Highest occupied orbital energy (spin up / spin down) ... -7.2304 / -7.2307 eV
M ... 968.13 g mol⁻¹
LUMO (spin up / spin down) ... -0.19 / -1.76 eV
Expectation value of S² ... 0.76
Electronic energy ... -5120.44570 a.u.
Multiplicity ... 2

Each line ends with the Löwdin charge.
Atoms and positions in Å:
Ti1 0.803 0.317 0.397  1.091
C1 4.173 1.528 -3.179  -0.071
C2 4.740 1.456 -1.752  -0.213
N1 3.775 1.795 -0.676  -0.197
C3 3.681 3.246 -0.406  -0.206
C4 3.478 4.115 -1.632  -0.066
C5 4.204 1.085 0.561  -0.169
C6 3.526 1.480 1.852  -0.232
N2 2.064 1.390 1.868  -0.042
C7 1.464 1.787 3.019  -0.183
C8 0.064 1.703 3.134  -0.143
F1 -0.618 1.186 2.060  0.013
C9 -0.677 2.109 4.215  -0.222
F2 -2.013 1.997 4.160  0.086
C10 -0.074 2.637 5.334  0.058
C11 1.303 2.721 5.282  -0.219
F3 1.963 3.216 6.338  0.093
C12 2.052 2.323 4.194  -0.128
F4 3.387 2.472 4.314  0.072
H1 4.669 2.290 -3.778  0.071
H2 3.107 1.753 -3.174  0.067
H3 4.293 0.573 -3.691  0.073
H4 5.627 2.089 -1.641  0.124
H5 5.070 0.437 -1.551  0.114
H6 4.594 3.563 0.116  0.130
H7 2.849 3.378 0.287  0.097
H8 4.324 4.070 -2.318  0.070
H9 3.373 5.152 -1.311  0.087
H10 2.576 3.841 -2.180  0.047
H11 5.276 1.258 0.712  0.136
H12 4.083 0.016 0.390  0.087
H13 3.846 2.494 2.101  0.110
H14 3.963 0.813 2.599  0.085
H15 -0.637 2.961 6.196  0.132
O1 1.852 0.115 -1.264  -0.174
H16 2.354 -0.721 -1.224  0.023
H17 2.586 0.942 -1.088  0.090
O2 0.829 -1.032 1.856  -0.260
H18 0.066 -1.207 2.425  0.048
H19 1.702 -1.294 2.431  -0.135
Cl1 3.336 -5.541 1.324  0.715
C13 4.115 -4.055 1.200  -1.209
Cl2 5.669 -3.857 1.798  0.718
Cl3 3.062 -1.746 3.441  -0.006
C14 3.467 -2.977 0.584  -0.350
N3 2.989 -2.087 0.033  0.211
C15 2.422 -3.520 -2.929  -0.089
C16 0.984 -3.172 -2.543  -0.366
C17 0.114 -4.417 -2.758  -0.042
C18 0.429 -1.991 -3.320  -0.130
C19 0.935 -1.701 -4.583  -0.035
C20 0.371 -0.715 -5.376  -0.065
C21 -0.742 -0.029 -4.930  -0.031
C22 -1.279 -0.279 -3.669  -0.115
C23 -2.577 0.398 -3.267  -0.358
C24 -2.610 1.880 -3.631  -0.070
C25 -3.767 -0.310 -3.923  -0.046
C26 -0.652 -1.224 -2.850  -0.115
N4 -1.219 -1.474 -1.552  0.036
B1 -0.978 -0.913 -0.225  -0.327
N5 -2.027 -1.534 0.571  0.041
C27 -2.802 -2.358 -0.244  -0.071
C28 -2.328 -2.324 -1.496  -0.080
C29 -2.375 -1.454 1.960  -0.127
C30 -3.354 -0.542 2.377  -0.122
C31 -3.682 -0.506 3.728  -0.035
C32 -3.068 -1.347 4.640  -0.054
C33 -2.142 -2.277 4.203  -0.020
C34 -1.797 -2.366 2.855  -0.150
C35 -0.913 -3.514 2.390  -0.364
C36 0.182 -3.870 3.401  -0.084
C37 -1.778 -4.752 2.119  -0.046
C38 -4.120 0.327 1.395  -0.352
C39 -5.394 -0.394 0.934  -0.046
C40 -4.513 1.689 1.972  -0.080
H20 2.832 -4.241 -2.221  0.071
H21 3.080 -2.648 -2.944  0.073
H22 2.460 -3.986 -3.917  0.079
H23 0.951 -2.926 -1.479  0.110
H24 0.074 -4.666 -3.821  0.090
H25 -0.902 -4.273 -2.399  0.058
H26 0.540 -5.271 -2.223  0.082
H27 1.779 -2.263 -4.963  0.103
H28 0.785 -0.504 -6.355  0.104
H29 -1.210 0.707 -5.573  0.110
H30 -2.685 0.301 -2.185  0.112
H31 -2.704 2.023 -4.711  0.079
H32 -1.710 2.390 -3.303  0.053
H33 -3.470 2.366 -3.164  0.085
H34 -3.680 -0.268 -5.012  0.084
H35 -4.704 0.174 -3.638  0.083
H36 -3.827 -1.359 -3.631  0.064
H37 -3.629 -2.924 0.151  0.122
H38 -2.696 -2.829 -2.374  0.122
H39 -4.424 0.203 4.075  0.113
H40 -3.321 -1.285 5.691  0.107
H41 -1.687 -2.957 4.913  0.114
H42 -0.444 -3.229 1.446  0.121
H43 -0.209 -4.524 4.185  0.080
H44 0.626 -2.997 3.882  0.036
H45 0.995 -4.402 2.909  0.051
H46 -2.279 -5.067 3.038  0.085
H47 -1.155 -5.580 1.770  0.082
H48 -2.540 -4.562 1.364  0.061
H49 -3.487 0.483 0.520  0.112
H50 -6.026 -0.624 1.796  0.086
H51 -5.177 -1.325 0.412  0.058
H52 -5.966 0.246 0.256  0.083
H53 -5.384 1.601 2.627  0.080
H54 -4.785 2.371 1.165  0.077
H55 -3.706 2.143 2.548  0.063
C41 -0.013 4.532 0.875  -0.136
Si1 -0.467 3.344 -0.478  0.363
C42 -2.278 2.965 -0.389  -0.136
C43 -0.018 4.091 -2.134  -0.162
O3 0.349 1.908 -0.248  -0.383
H56 -0.536 5.481 0.713  0.043
H57 1.060 4.743 0.899  0.030
H58 -0.300 4.150 1.857  0.031
H59 -2.894 3.799 -0.735  0.054
H60 -2.546 2.743 0.645  0.017
H61 -2.517 2.086 -0.991  0.015
H62 -0.924 4.439 -2.636  0.032
H63 0.469 3.372 -2.798  0.029
H64 0.646 4.951 -2.016  0.027

***

(3)
Here is a cluster of 8 separate species, C14H44N4O14 in total at a distorted geometry from the OMol25 dataset. Energies are from the ωB97M-V functional and the def2-TZVPD basis.

Values from the calculation:
Energy relative to the best compared isomer or geometry (same formula, charge and spin) ... 4.033 eV
Orbital gap ... 9.44 eV
Highest occupied orbital energy ... -9.2476 eV
M ... 492.52 g mol⁻¹
SMILES string ... NC(N)=O.NC(N)=O.OCCO.OCCO.OCCO.OCCO.OCCO.OCCO
LUMO ... 0.19 eV
Electronic energy ... -1832.03223 a.u.

Each line ends with the Löwdin charge.
Atoms and positions in Å:
N1 -1.674 4.564 -0.914  0.173
C1 -0.923 3.495 -0.761  -0.749
N2 -0.485 3.464 0.466  0.184
O1 -0.615 2.713 -1.613  0.062
H1 -2.131 4.611 -1.814  0.124
H2 -1.849 5.111 -0.083  0.111
H3 0.069 2.663 0.733  0.072
H4 -0.666 4.061 1.260  0.118
N3 3.336 -0.219 -3.746  0.158
C2 2.624 0.396 -2.822  -0.839
N4 1.420 0.151 -2.977  0.193
O2 3.042 1.240 -2.077  0.053
H5 2.903 -1.061 -4.096  0.098
H6 4.325 -0.134 -3.935  0.117
H7 1.163 -0.508 -3.698  0.124
H8 0.705 0.653 -2.469  0.105
O3 0.179 0.752 2.095  -0.088
C3 0.932 0.272 0.995  -0.216
C4 0.126 -0.874 0.331  -0.195
O4 -1.022 -0.491 -0.454  -0.067
H9 -0.043 0.026 2.682  0.043
H10 1.118 1.121 0.338  0.097
H11 1.899 -0.053 1.380  0.121
H12 -0.112 -1.662 1.046  0.100
H13 0.805 -1.220 -0.448  0.103
H14 -1.227 -1.151 -1.121  0.057
O5 -2.342 1.193 -3.338  -0.060
C5 -1.723 1.143 -4.568  -0.261
C6 -0.775 2.342 -4.694  -0.227
O6 -0.434 2.425 -6.093  -0.077
H15 -1.757 1.301 -2.585  0.056
H16 -1.185 0.236 -4.845  0.107
H17 -2.439 1.109 -5.389  0.126
H18 0.082 2.233 -4.029  0.090
H19 -1.163 3.313 -4.385  0.111
H20 0.473 2.696 -6.252  0.077
O7 -1.183 -2.190 3.488  -0.090
C7 -1.666 -1.930 4.826  -0.193
C8 -1.265 -0.543 5.152  -0.284
O8 0.117 -0.333 5.167  -0.058
H21 -0.228 -2.097 3.460  0.061
H22 -2.731 -2.160 4.780  0.132
H23 -1.140 -2.617 5.489  0.123
H24 -1.550 -0.343 6.185  0.118
H25 -1.744 0.284 4.628  0.127
H26 0.389 0.390 5.737  0.099
O9 1.572 -5.077 3.502  -0.066
C9 1.756 -5.102 2.074  -0.212
C10 0.359 -4.955 1.364  -0.262
O10 -0.226 -6.198 1.348  -0.052
H27 0.983 -5.771 3.806  0.073
H28 2.422 -4.318 1.714  0.107
H29 2.369 -5.923 1.703  0.113
H30 0.422 -4.630 0.326  0.118
H31 -0.223 -4.263 1.973  0.100
H32 -0.201 -6.492 2.261  0.077
O11 -4.285 -0.482 -2.622  -0.045
C11 -4.231 -1.526 -1.743  -0.252
C12 -3.531 -2.801 -2.404  -0.251
O12 -2.425 -2.466 -3.151  -0.071
H33 -3.449 -0.443 -3.092  0.046
H34 -3.587 -1.312 -0.890  0.094
H35 -5.215 -1.774 -1.345  0.119
H36 -4.364 -3.294 -2.904  0.111
H37 -3.001 -3.456 -1.712  0.113
H38 -2.066 -3.294 -3.478  0.096
O13 4.508 2.716 2.911  -0.080
C13 3.284 3.306 2.519  -0.221
C14 3.625 4.465 1.495  -0.168
O14 3.777 5.756 2.163  -0.099
H39 4.465 1.983 3.529  0.082
H40 2.797 2.475 2.009  0.092
H41 2.631 3.546 3.358  0.113
H42 2.758 4.634 0.857  0.100
H43 4.529 4.339 0.898  0.124
H44 2.908 5.987 2.499  0.065